{"formula": "C35H50BClF3N4O6", "method": "ωB97M-V/def2-TZVPD", "symbols": ["C", "C", "O", "B", "O", "C", "C", "C", "F", "F", "F", "C", "C", "O", "O", "C", "N", "C", "C", "C", "C", "Cl", "C", "C", "C", "C", "C", "C", "C", "N", "C", "C", "C", "C", "O", "O", "H", "H", "H", "H", "H", "H", "H", "H", "H", "H", "H", "H", "H", "H", "H", "H", "H", "H", "H", "H", "C", "C", "N", "C", "C", "C", "C", "H", "H", "H", "H", "H", "H", "H", "H", "H", "H", "H", "H", "H", "H", "H", "C", "C", "N", "C", "C", "C", "C", "H", "H", "H", "H", "H", "H", "H", "H", "H", "H", "H", "H", "H", "H", "H"], "positions_angstrom": [[0.10, 0.97, 4.31], [1.39, 1.71, 3.92], [1.16, 3.08, 3.57], [1.17, 3.34, 2.20], [2.05, 4.29, 1.78], [0.15, 2.65, 1.19], [0.56, 1.82, 0.09], [2.04, 1.61, -0.11], [2.65, 1.15, 1.01], [2.39, 0.79, -1.08], [2.60, 2.80, -0.41], [-0.38, 1.27, -0.74], [-0.05, 0.37, -1.93], [0.15, -0.84, -1.66], [0.00, 0.94, -3.04], [-1.75, 1.54, -0.53], [-2.65, 0.99, -1.39], [-3.91, 1.28, -1.20], [-4.89, 0.71, -2.18], [-5.85, -0.35, -1.61], [-6.38, -1.15, -2.78], [-7.76, -2.20, -2.29], [-4.32, 2.10, -0.11], [-5.77, 2.38, 0.10], [-6.41, 1.69, 1.12], [-7.75, 1.90, 1.42], [-8.45, 2.83, 0.66], [-7.82, 3.52, -0.36], [-6.48, 3.31, -0.65], [-3.49, 2.64, 0.74], [-2.17, 2.35, 0.53], [-1.19, 2.90, 1.40], [-1.67, 3.79, 2.52], [-1.52, 5.26, 2.23], [-1.22, 6.08, 3.03], [-1.82, 5.57, 0.93], [-0.69, 1.67, 4.56], [-0.19, 0.27, 3.53], [0.30, 0.39, 5.21], [2.02, 1.73, 4.80], [1.94, 1.16, 3.16], [2.66, 4.45, 2.50], [-5.48, 1.48, -2.67], [-4.30, 0.24, -2.97], [-6.71, 0.14, -1.18], [-5.37, -1.03, -0.91], [-5.63, -1.81, -3.20], [-6.78, -0.50, -3.55], [-5.86, 0.97, 1.71], [-8.22, 1.36, 2.23], [-9.49, 3.03, 0.87], [-8.36, 4.26, -0.94], [-5.98, 3.85, -1.44], [-1.21, 3.56, 3.46], [-2.74, 3.66, 2.67], [-2.51, 6.24, 0.93], [0.09, -6.57, 2.61], [-0.29, -6.03, 1.24], [-0.82, -4.68, 1.28], [-1.40, -4.26, 0.01], [-0.47, -4.12, -1.19], [0.01, -3.69, 1.93], [1.43, -3.45, 1.38], [-0.76, -6.54, 3.29], [0.42, -7.60, 2.52], [0.91, -6.01, 3.06], [-1.06, -6.68, 0.82], [0.59, -6.12, 0.57], [-1.91, -3.30, 0.17], [-2.19, -4.97, -0.25], [0.14, -3.21, -1.13], [-1.06, -4.03, -2.11], [0.19, -4.98, -1.31], [0.10, -3.96, 2.99], [-0.53, -2.74, 1.94], [1.94, -4.38, 1.13], [2.03, -2.93, 2.13], [1.41, -2.81, 0.50], [5.80, 1.98, -2.02], [7.04, 1.14, -2.26], [7.03, -0.12, -1.52], [8.30, -0.81, -1.56], [8.81, -1.33, -2.91], [5.84, -0.94, -1.72], [5.51, -1.40, -3.15], [5.67, 2.19, -0.96], [5.90, 2.93, -2.55], [4.89, 1.51, -2.39], [7.91, 1.71, -1.93], [7.16, 0.99, -3.34], [8.25, -1.65, -0.86], [9.05, -0.13, -1.15], [8.28, -2.23, -3.23], [9.86, -1.60, -2.83], [8.72, -0.58, -3.70], [4.98, -0.40, -1.33], [5.93, -1.82, -1.07], [5.63, -0.60, -3.88], [4.46, -1.71, -3.19], [6.11, -2.25, -3.46]], "lowdin_charge": [-0.0472, -0.2176, 0.0444, -0.6083, 0.2083, 0.0506, 0.0046, -0.5684, 0.1285, 0.1774, 0.1475, 0.0199, -0.7221, -0.0275, -0.0146, -0.1156, 0.2410, -0.1950, -0.1261, -0.2579, -0.5899, 0.5045, -0.1735, -0.1864, -0.0390, -0.0762, -0.0967, -0.0870, -0.0306, 0.2178, -0.1261, -0.0988, -0.0473, -0.5107, 0.1355, 0.1020, 0.0705, 0.0728, 0.0673, 0.1134, 0.1053, 0.1204, 0.1163, 0.1209, 0.0897, 0.1213, 0.0746, 0.0697, 0.1196, 0.0995, 0.0963, 0.0984, 0.1181, 0.1065, 0.1256, 0.1209, -0.0998, -0.2849, -0.1999, -0.2471, -0.0852, -0.2476, -0.0768, 0.0750, 0.0668, 0.0607, 0.1141, 0.0988, 0.1113, 0.1030, 0.0345, 0.0733, 0.0618, 0.0941, 0.1120, 0.0644, 0.0669, 0.0584, -0.0869, -0.2794, -0.1985, -0.2585, -0.0922, -0.2375, -0.0766, 0.0804, 0.0739, 0.0649, 0.1134, 0.0984, 0.1086, 0.1050, 0.0527, 0.0646, 0.0628, 0.0941, 0.1138, 0.0675, 0.0776, 0.0509], "gap_ev": 7.17, "total_charge": -1, "total_energy_ha": -2818.9839, "e_lumo_ev": 2.143}